No. 1
DFT (the ωB97M-V functional and the def2-TZVPD basis) results for a structure of composition C27H66LiN3O19P at a distorted geometry.

Calculated total energy = -3010.25428 hartree
Net charge = +1
Frontier orbital gap = 5.77 eV
2S+1 = 1
Energy above the lowest of the compared OMol25 structures with the same formula, charge and spin = 166.43 kcal/mol

Structure (XYZ):
```
117
Properties=species:S:1:pos:R:3:forces:R:3:mulliken_charge:R:1
C -1.7153 -59.2585 9.9596 2.98 -0.48 -2.99 -1.696
N -2.4574 -60.5208 9.3944 2.77 2.29 2.44 0.585
C -1.9638 -61.6090 10.2878 2.12 -3.53 -3.13 -0.661
C -3.8535 -60.2465 9.6031 -1.95 -6.56 3.51 -1.032
C -1.9131 -60.7273 8.0594 -6.98 5.73 -0.86 -0.208
C -2.6487 -59.8745 6.8465 -1.61 3.32 3.24 -0.475
O -1.9283 -59.9479 5.7404 -0.21 -2.78 -2.25 -0.636
H -2.0953 -58.3333 9.5713 -0.13 -0.02 -1.46 0.580
H -0.5760 -59.3545 9.7447 -2.22 0.25 -0.17 0.225
H -1.7608 -58.9959 10.9436 -1.01 -0.98 3.42 0.891
H -0.8355 -61.6179 10.0623 -1.58 -0.07 0.75 0.147
H -2.3072 -62.7432 10.0602 0.23 2.94 -0.03 0.266
H -2.1621 -61.4263 11.2779 -0.47 0.75 2.25 0.395
H -4.2750 -61.2432 9.1930 -0.29 1.62 0.71 0.411
H -4.4231 -59.4913 9.2209 -0.28 2.54 -1.46 0.380
H -4.0592 -60.3252 10.8153 0.60 0.46 -3.19 0.266
H -1.9213 -61.5275 7.5444 -1.26 -7.38 -1.93 1.152
H -0.9925 -60.5036 7.9391 6.49 2.53 0.45 -0.701
H -2.5666 -58.7496 6.9840 -0.62 -0.71 1.70 0.119
H -3.7741 -60.0147 6.7879 1.26 -0.76 -0.25 0.370
H -1.0497 -59.6630 6.1057 1.93 0.70 -1.05 0.488
C 6.0691 -59.5947 11.4005 0.17 4.06 0.87 -0.683
N 5.4477 -60.9132 10.9352 -0.89 1.32 -0.14 0.229
C 6.2134 -61.3012 9.7777 3.48 0.12 -3.12 -0.800
C 5.6139 -61.9583 11.9688 0.47 1.48 2.17 -0.687
C 3.9817 -60.7190 10.5854 -0.27 3.59 -2.01 -0.194
C 3.2105 -61.9008 10.0144 2.43 2.64 -2.13 -0.905
O 1.9993 -61.4786 9.7462 -3.48 -0.36 1.10 -0.595
H 7.1580 -59.5995 11.7210 -0.91 -0.92 -1.43 0.367
H 5.7579 -59.1038 12.4152 -0.86 -1.63 -1.74 0.324
H 5.8678 -58.6661 10.6121 0.57 -2.95 1.76 0.283
H 6.2933 -60.4199 9.0150 -0.60 -1.59 1.35 0.213
H 5.9312 -62.2822 9.1684 0.34 2.08 1.93 0.289
H 7.2986 -61.3230 10.2269 -1.82 -0.61 -1.39 0.497
H 6.7971 -62.0761 12.0193 -2.81 -0.18 0.63 0.339
H 5.0446 -62.8945 11.7241 0.81 1.01 0.17 0.283
H 5.0929 -61.3380 12.8462 1.51 -2.31 -1.06 0.358
H 3.8998 -59.7696 9.7839 0.51 -2.71 1.61 -0.121
H 3.4118 -60.2363 11.3825 0.40 -0.59 0.62 0.396
H 3.2117 -62.7000 10.5938 -0.13 -3.65 3.22 0.616
H 3.6443 -62.2351 9.1005 1.21 -0.36 -1.07 0.251
H 2.0247 -60.7698 9.0734 -0.62 1.15 -0.98 0.697
C 4.6361 -58.2296 6.1805 -0.54 2.20 3.55 -0.533
N 4.9298 -59.3297 5.2529 -1.39 0.08 -0.85 1.321
C 3.6759 -60.1454 5.1752 -1.65 -0.79 -3.90 -1.350
C 5.2874 -58.7358 3.9032 0.65 3.87 2.40 -1.025
C 6.0547 -60.1487 5.6630 0.22 0.93 4.93 -0.594
C 6.5327 -61.2342 4.7481 -0.16 1.75 -1.00 -0.231
O 7.5322 -61.9691 5.4332 1.03 1.26 0.88 -0.545
H 4.0915 -58.5397 7.1953 1.55 -0.16 -2.07 -0.175
H 3.7786 -57.6991 5.7856 -0.06 0.39 -0.34 -0.034
H 5.4867 -57.4391 6.4504 -1.39 -2.14 -1.05 0.405
H 3.7395 -60.7754 4.2456 0.18 0.80 0.47 0.402
H 2.7361 -59.5784 5.0273 0.74 0.46 0.27 0.159
H 3.3900 -60.9105 5.8496 0.84 -0.13 1.99 0.586
H 5.3988 -59.3991 3.1780 -0.22 -3.40 -2.90 0.588
H 6.2942 -58.2557 3.9290 -0.61 -0.28 0.74 0.425
H 4.6373 -57.9347 3.5517 -0.54 -0.35 0.56 0.059
H 5.7851 -60.6463 6.6370 -0.34 0.39 -0.78 0.010
H 6.7036 -59.2658 6.1171 0.28 -2.25 -1.69 0.444
H 6.7130 -60.5628 3.8586 1.68 -1.65 0.14 0.258
H 5.7326 -61.9051 4.3491 0.56 0.25 1.00 0.304
H 8.0245 -61.4139 6.1497 -1.40 -1.19 -2.26 0.339
Li -0.1638 -57.1852 6.2725 -0.04 -0.21 0.11 0.836
P 1.1471 -58.5201 7.3943 -3.34 -6.91 0.40 -1.763
O -0.0165 -57.9384 8.0300 -4.30 3.47 6.66 -0.365
O 0.2658 -58.9923 6.2031 -0.25 -4.31 -3.50 -0.866
O 1.8341 -59.6645 8.1600 1.28 1.16 -0.71 -0.041
O 1.7190 -57.4507 6.6769 7.82 7.16 -3.21 0.522
C 2.9738 -49.7816 7.4823 -3.65 1.94 -2.45 -0.687
O 2.1478 -50.9161 7.0708 0.55 -1.35 0.25 -0.303
C 2.4280 -52.1332 7.5743 2.88 -1.04 2.53 0.691
O 3.2484 -52.3122 8.5228 -2.98 0.31 -3.32 -0.590
O 1.7785 -53.1530 6.8861 0.35 3.40 0.88 -0.198
C 1.9634 -54.4616 7.2605 0.39 -2.44 -4.66 -0.701
H 3.9490 -49.6983 7.0948 1.11 -0.76 -0.75 0.314
H 2.9759 -49.5206 8.4878 -0.15 -0.48 2.08 0.340
H 2.3220 -48.9374 6.9977 1.51 -1.33 0.74 0.243
H 2.5151 -54.7698 8.0086 3.26 0.28 4.72 0.610
H 2.5858 -55.0816 6.4803 -1.60 1.38 0.52 0.029
H 1.1138 -55.0546 7.4835 -1.69 0.10 -0.55 0.188
C 1.6054 -56.5468 3.5942 3.26 2.45 -2.18 -0.552
O 0.8422 -55.9061 2.5784 -1.89 0.99 -1.01 -0.334
C 0.6632 -56.5058 1.4246 0.84 -5.42 -2.76 0.722
O 1.0609 -57.7007 1.1789 -1.12 4.30 1.09 -0.624
O -0.0186 -55.8233 0.4416 2.20 2.46 6.43 -0.355
C -0.2192 -56.3907 -0.7265 -1.42 -3.18 -0.69 -0.934
H 1.2727 -57.4117 4.0579 -1.28 -1.40 0.86 0.234
H 1.9369 -55.6936 4.1763 -0.78 -0.24 1.02 0.400
H 2.5658 -56.7264 3.0813 -0.14 -0.85 0.20 0.213
H -0.6776 -55.7382 -1.3442 -2.68 2.02 -1.50 0.375
H -0.5983 -57.3797 -0.6415 -1.67 -0.70 0.23 0.344
H 0.5221 -56.6521 -1.3410 4.67 -0.49 -1.59 0.439
C -0.1671 -56.0945 10.5633 1.24 -3.62 1.02 -0.046
O -0.5154 -55.0314 11.4423 3.06 1.82 -0.60 -0.308
C -1.5916 -54.9476 12.1147 -3.08 -2.65 2.41 0.834
O -2.4943 -55.7680 12.0448 -0.10 0.54 -0.30 -0.636
O -1.5935 -54.0340 13.1105 7.67 -0.47 -5.91 -0.373
C -2.5008 -53.9399 13.9851 -5.83 1.47 1.84 -0.827
H -0.6806 -57.1629 10.9946 1.43 3.27 -1.54 0.068
H 1.0400 -56.2772 10.4918 -3.01 0.76 0.85 0.086
H -0.3953 -55.8413 9.5411 -0.72 -0.30 -0.15 0.134
H -2.3856 -53.0552 14.5620 -0.51 1.12 -0.03 0.288
H -2.7283 -54.6527 14.6488 1.48 -3.82 3.42 0.421
H -3.4453 -54.2365 13.5597 -1.54 1.84 -1.05 0.321
C 1.1052 -66.7305 3.8949 0.23 -3.02 -1.01 -0.591
O 1.3636 -65.4255 4.0507 1.18 6.07 -0.71 -0.348
C 1.0988 -64.8083 5.2198 0.88 -0.57 -0.21 0.643
O 0.6874 -65.4303 6.1383 -1.10 -0.42 1.78 -0.523
O 1.4973 -63.5243 5.2713 0.87 -0.17 -2.73 -0.208
C 1.1898 -62.6512 6.2976 -2.19 -2.34 4.04 -0.818
H 0.0831 -66.8695 4.1718 -0.65 -0.91 0.58 0.298
H 1.8509 -67.2267 4.5968 -1.19 -0.53 -1.31 0.255
H 1.1218 -67.0120 2.7388 0.65 0.60 2.60 0.198
H 1.7755 -62.6658 7.1985 2.31 0.13 -0.26 0.315
H 0.4180 -63.1054 6.9617 -0.83 0.01 -1.07 0.448
H 0.8545 -61.6658 6.1688 -0.13 1.39 -1.65 0.345
```
Forces are in eV/Å.

=====

No. 2
DFT (the ωB97M-V functional and the def2-TZVPD basis) results for a cluster of 3 separate species, CHN5O in total at a distorted geometry.

SMILES = N=C=O.N#N.N#N
Calculated total energy = -387.77740 hartree
Net charge = 0
Frontier orbital gap = 11.64 eV
2S+1 = 1
Energy above the lowest of the compared OMol25 structures with the same formula, charge and spin = 20.43 kcal/mol

Structure (XYZ):
```
8
Properties=species:S:1:pos:R:3:forces:R:3:mulliken_charge:R:1
C -1.2154 0.5740 -0.1662 -0.36 3.91 1.13 0.564
N -1.5754 -1.5153 -0.8743 -1.82 -2.49 0.75 0.063
N -2.2974 -2.1630 -0.3446 1.54 1.25 -1.16 -0.075
N 3.1663 0.3895 -0.1400 3.63 -0.60 3.78 0.050
N 3.9400 0.2585 0.6691 -3.62 0.60 -3.78 -0.046
N -0.2374 0.4109 0.4670 1.92 -2.20 0.60 -0.426
O -2.1696 1.0712 -0.6002 -1.41 -0.78 -1.39 -0.409
H 0.3889 0.9743 0.9892 0.12 0.30 0.07 0.280
```
Forces are in eV/Å.

=====

No. 3
DFT (the ωB97M-V functional and the def2-TZVPD basis) results for a cluster of 4 separate species, C3H13NO3 in total at a distorted geometry.

SMILES = C=NCC.O.O.O
Calculated total energy = -402.49128 hartree
Net charge = 0
Frontier orbital gap = 10.28 eV
2S+1 = 1
Energy above the lowest of the compared OMol25 structures with the same formula, charge and spin = 55.94 kcal/mol

Structure (XYZ):
```
20
Properties=species:S:1:pos:R:3:forces:R:3:mulliken_charge:R:1
C 1.1620 -0.5241 3.1335 -1.15 3.92 0.04 -0.903
C -0.1081 -0.5724 2.2344 -0.61 -0.75 0.01 -0.531
C 0.9908 -1.5365 0.4861 -1.09 -1.35 -0.32 -0.481
N 0.3153 -0.5140 0.8151 1.62 -0.23 1.27 -0.257
H 0.7554 0.0496 4.0418 1.02 -1.41 -0.63 0.304
H 1.9475 0.2242 2.7117 -1.20 -1.70 0.47 0.262
H 1.4970 -1.5081 3.3129 0.82 -0.80 0.44 0.335
H -0.6481 -1.5728 2.4697 0.40 1.72 -0.29 0.260
H -0.6746 0.3463 2.4954 -0.23 -0.96 -0.50 0.340
H 0.7378 -2.6143 0.8675 0.94 1.78 0.00 0.249
H 1.7971 -1.4248 -0.2421 -0.51 -0.32 -0.52 0.392
H -0.2691 2.8455 -0.4789 -0.05 -0.17 -0.50 0.314
H -0.0465 2.3777 -1.9868 0.21 0.34 1.16 0.312
O 0.3840 2.5236 -1.1141 -0.13 -0.17 -0.73 -0.643
H -0.1758 -0.4257 -1.6063 -1.19 0.26 -1.50 0.402
H -0.2283 -1.3481 -2.8213 -0.90 1.36 0.16 0.312
O -0.6674 -0.5144 -2.4893 2.03 -1.37 1.46 -0.657
H -1.7238 1.3378 -3.3376 -0.58 -0.27 -0.74 0.312
H -2.8184 1.1101 -4.4194 -0.88 -1.33 -0.34 0.302
O -2.2266 1.7403 -4.0722 1.47 1.44 1.07 -0.626
```
Forces are in eV/Å.

=====

- Among the records above, which one has the lowest calculated total energy?
  C27H66LiN3O19P